(1)
DFT (ωB97M-V with the def2-TZVPD basis set) results for a molecular structure, C27H52Cl2MnN3O5Si in a non-equilibrium geometry.

The calculation puts the calculated total energy at -107798.1296 eV. The HOMO energy (spin up / spin down) comes out at -4.2 / -4.2 eV. As for the largest force on an atom: 0.079 Eh/bohr. Its charge is -1. As for the HOMO-LUMO gap (spin up / spin down): 6.5794 / 6.5780 eV. For the energy above the lowest of the compared OMol25 structures with the same formula, charge and spin, the calculation gives 0.0 kcal/mol. The multiplicity is 6.

```
91
C27H52Cl2MnN3O5Si (ωB97M-V with the def2-TZVPD basis set)
C 3.38067 -2.29330 -3.68824
C 2.81819 -1.58204 -4.87804
H 3.09680 -3.35484 -3.68987
H 3.03391 -1.85364 -2.74910
H 4.47795 -2.23575 -3.73680
C 2.83691 -2.14980 -6.09180
C 3.40840 -3.50666 -6.35388
H 2.45046 -1.62323 -6.96593
H 2.98486 -4.28745 -5.69823
H 4.50458 -3.53408 -6.23166
H 3.19253 -3.78693 -7.39302
Mn 0.88434 0.16538 2.32419
Cl 2.94969 0.77784 2.01704
C -0.05856 2.66005 1.18509
O -0.36923 1.43814 1.45964
N -1.00208 3.49816 0.78450
C -2.38123 3.04696 0.62243
C -0.66902 4.87580 0.43407
H 0.96767 3.02871 1.27890
H -2.72349 2.47467 1.49471
H -2.49938 2.42898 -0.28112
H -2.97291 3.95696 0.50259
H 0.14666 5.22265 1.07808
H -1.56273 5.48820 0.58770
H -0.34890 4.95623 -0.61618
H -4.65462 2.32432 5.23570
H -2.19525 2.83994 6.76118
C -4.39069 1.31046 5.58086
C -2.27780 1.74601 6.85454
N -2.95404 1.16603 5.70331
H -4.74244 0.58700 4.83624
C -2.26457 1.02890 4.54516
O -2.77444 0.85643 3.44068
H -1.26041 1.34232 6.90659
H -1.18722 1.10258 4.73737
H -4.84198 1.12408 6.55786
H -2.82891 1.48164 7.76008
H -0.15573 -5.38715 2.50387
H -0.64028 -3.19695 -0.26598
C -1.10108 -4.83597 2.50114
C -1.44662 -3.45252 0.44228
N -0.96359 -3.55669 1.82001
H -1.40939 -4.66555 3.53286
C -0.38250 -2.52223 2.40197
O -0.22437 -1.42498 1.78215
H -2.24539 -2.69741 0.36186
H -0.05661 -2.65831 3.44374
H -1.85078 -5.41641 1.96750
H -1.85675 -4.43902 0.19598
O 1.02173 -0.56726 -3.85681
C 2.15860 -0.24006 -4.59959
C 0.70963 0.08167 -6.65406
C 1.69495 0.56526 -5.78776
H 0.34290 -0.94083 -6.54633
C 0.20926 0.92165 -7.66096
H 2.87325 0.33452 -3.98938
C 2.20666 1.85217 -5.94395
H -0.58565 0.55743 -8.31182
C 0.71836 2.21496 -7.81064
C 1.71723 2.67766 -6.95185
H 3.00150 2.17532 -5.25870
H 0.30761 2.87691 -8.57911
H 2.10421 3.69856 -7.04958
Si -0.20146 -0.05077 -2.68564
Cl 0.89308 -1.22734 -1.42363
C -1.57448 -0.60401 -3.93209
C 0.00200 1.85221 -2.74943
C -1.65126 -0.12749 -1.31826
H -1.42872 -0.16255 -4.93079
H -2.60778 -0.35871 -3.64407
H -1.52634 -1.69566 -4.05747
H -1.93822 -1.16597 -1.11057
H -2.53947 0.39382 -1.68195
H -1.33520 0.32901 -0.37429
H 0.13232 2.22358 -3.77828
H 0.86671 2.20682 -2.17383
H -0.87964 2.37491 -2.35142
C 2.29360 -1.28249 5.10004
C 1.08627 -0.37423 5.35308
C 0.07002 -1.09269 6.22247
C 1.51851 0.88390 6.09128
O 0.42205 -0.05168 4.17018
H 2.76514 -1.59261 6.04604
H 3.04719 -0.76715 4.48520
H 1.97597 -2.19607 4.57618
H 0.50792 -1.35879 7.19104
H -0.80171 -0.44885 6.38363
H -0.29322 -1.99823 5.72750
H 2.25015 1.46672 5.51889
H 0.65357 1.52999 6.28707
H 1.97209 0.61887 7.05768
```

These are the Löwdin partial charges, in e, on atoms 1 to 4: -0.0580 -0.2277 0.0774 0.0242

=====

(2)
DFT (ωB97M-V with the def2-TZVPD basis set) results for a molecular structure, C27H52HoN3O2P2 in a non-equilibrium geometry.

The calculation puts the calculated total energy at -81772.0159 eV. The HOMO energy (spin up / spin down) comes out at -13.7 / -13.7 eV. As for the largest force on an atom: 0.049 Eh/bohr. Its charge is +2. As for the HOMO-LUMO gap (spin up / spin down): 7.9039 / 7.9610 eV. The multiplicity is 5.

```
87
C27H52HoN3O2P2 (ωB97M-V with the def2-TZVPD basis set)
Ho -1.09322 0.31428 -0.52239
P -1.75496 -1.94679 -3.42671
P -0.15338 2.84627 -0.04220
N 0.59391 0.67244 -1.78447
C -0.22645 -0.92766 -3.69857
H 0.63754 -1.56961 -3.44477
H -0.21701 -0.81102 -4.79750
C 0.10200 0.50111 -3.16043
H 0.89322 0.88072 -3.83663
H -0.78560 1.14310 -3.35716
C 1.79041 1.52399 -1.62374
H 2.06060 2.01118 -2.58025
H 2.65034 0.88428 -1.35122
C 1.61332 2.59248 -0.51724
H 2.02044 3.55861 -0.85205
H 2.16036 2.28211 0.38545
C -0.19964 3.92887 1.44379
C 0.37344 3.19980 2.66581
H 1.41408 2.88523 2.53707
H -0.20857 2.29940 2.90527
H 0.32133 3.86360 3.54028
C -0.81018 3.77161 -1.52435
C -2.33115 3.60311 -1.67086
H -2.67719 4.23112 -2.50518
H -2.86179 3.92773 -0.76365
H -2.64229 2.56792 -1.89527
C -2.13505 -2.84361 -4.97174
C -3.18113 -3.95665 -4.81636
H -3.42153 -4.34180 -5.81769
H -4.11975 -3.59797 -4.37456
H -2.80462 -4.80450 -4.22749
C -1.31103 -3.11339 -2.06476
C -2.53159 -3.72397 -1.36348
H -2.17527 -4.33557 -0.52104
H -3.10202 -4.38075 -2.03694
H -3.20980 -2.96428 -0.95372
C -3.30683 -1.11744 -2.86816
C -0.38978 5.23932 -1.49531
H 0.69657 5.35628 -1.58655
H -0.85615 5.75656 -2.34296
H -0.71793 5.73857 -0.57464
C -0.89446 -3.35455 -5.71614
H -1.21828 -3.75306 -6.68627
H -0.16365 -2.56352 -5.91374
H -0.39318 -4.16874 -5.17909
C -0.34453 -4.19449 -2.55015
H 0.02215 -4.74937 -1.67496
H -0.83305 -4.92213 -3.21455
H 0.53625 -3.77960 -3.05905
C -1.62452 4.40429 1.75261
H -2.32040 3.55620 1.82438
H -1.62424 4.90737 2.72883
H -2.01934 5.11417 1.01651
H 0.44370 4.78806 1.19194
H -0.77362 -2.49361 -1.31694
H -0.32004 3.28667 -2.38583
H -2.58764 -2.04547 -5.58667
O -2.88255 -0.40558 -1.72315
H -3.88837 -0.56829 -3.62896
H -4.21724 -1.80318 -2.97009
C 5.25507 0.79693 4.27929
C 4.01708 0.65503 5.14017
N 3.02541 -0.30511 4.62382
C 2.79746 -1.49178 5.47643
C 1.96577 -1.17332 6.71106
C 2.39858 -0.01502 3.44959
O 2.78016 0.94675 2.75827
C 1.20969 -0.81448 2.96474
C 0.30460 -1.54040 3.75835
C -0.81050 -2.12594 3.15830
C -1.08835 -1.87584 1.81650
N -0.26421 -1.09236 1.06394
C 0.90189 -0.62279 1.61901
H 5.73250 -0.17739 4.12148
H 5.96717 1.45403 4.78808
H 4.98950 1.23777 3.31732
H 4.27585 0.29355 6.13859
H 3.52795 1.63810 5.23228
H 2.34460 -2.28383 4.86861
H 3.79319 -1.83584 5.79273
H 1.13895 -0.48929 6.47963
H 1.55029 -2.10003 7.11994
H 2.59150 -0.70878 7.48189
H 0.47413 -1.64364 4.82523
H -1.48423 -2.75689 3.73585
H -1.96398 -2.29582 1.31491
H 1.56925 -0.07349 0.94771
```

These are the Löwdin partial charges, in e, on atoms 1 to 4: 1.4733 1.0907 0.9473 -0.3377

=====

Among the records above, which one has the lowest charge? C27H52Cl2MnN3O5Si